Record 1
The following is a DFT calculation (the ωB97M-V functional and the def2-TZVPD basis) of C41H106HgN5O15 as an isolated structure in a non-equilibrium geometry.

Atoms and positions in Å:
Hg: 4.79 -17.15 -12.60
C: 6.97 -16.19 -16.12
C: 5.92 -17.32 -16.06
C: 6.41 -18.58 -16.71
O: 5.37 -17.39 -14.79
H: 6.51 -15.20 -15.99
H: 7.35 -16.12 -17.14
H: 7.79 -16.28 -15.41
H: 5.20 -16.99 -16.84
H: 7.07 -19.16 -16.05
H: 6.85 -18.37 -17.68
H: 5.56 -19.22 -16.96
C: 1.86 -12.96 -12.44
O: 1.83 -14.37 -12.72
C: 1.85 -15.15 -11.56
C: 1.67 -16.60 -12.06
N: 2.48 -16.89 -13.23
C: 2.15 -18.12 -13.97
C: 2.41 -19.38 -13.14
O: 3.73 -19.23 -12.65
C: 4.02 -20.18 -11.63
H: 2.76 -12.69 -11.89
H: 1.01 -12.72 -11.81
H: 1.74 -12.46 -13.39
H: 0.97 -15.01 -10.93
H: 2.83 -15.12 -11.07
H: 0.63 -16.81 -12.35
H: 1.87 -17.33 -11.27
H: 2.46 -16.14 -13.91
H: 2.84 -18.11 -14.82
H: 1.18 -18.06 -14.47
H: 2.17 -20.30 -13.65
H: 1.69 -19.28 -12.32
H: 5.09 -20.09 -11.41
H: 4.00 -21.23 -11.95
H: 3.52 -19.97 -10.69
C: 13.06 -12.22 -18.10
O: 11.76 -12.15 -17.55
C: 11.41 -13.33 -16.87
C: 9.89 -13.48 -16.92
N: 9.41 -13.38 -18.30
C: 7.99 -13.03 -18.36
C: 7.70 -12.03 -19.46
O: 8.52 -10.90 -19.35
C: 8.34 -9.94 -20.36
H: 13.27 -11.35 -18.70
H: 13.09 -13.08 -18.79
H: 13.84 -12.43 -17.35
H: 11.82 -13.35 -15.86
H: 11.84 -14.25 -17.30
H: 9.50 -12.59 -16.41
H: 9.52 -14.37 -16.42
H: 9.95 -12.61 -18.70
H: 7.64 -12.56 -17.43
H: 7.36 -13.92 -18.35
H: 6.64 -11.82 -19.64
H: 8.01 -12.51 -20.40
H: 7.30 -9.63 -20.40
H: 8.65 -10.27 -21.36
H: 9.01 -9.11 -20.14
C: 0.89 -14.27 -15.90
O: 2.17 -13.77 -16.16
C: 2.28 -13.23 -17.45
C: 3.78 -12.86 -17.70
N: 4.63 -14.02 -17.81
C: 4.50 -14.93 -19.00
C: 4.88 -14.17 -20.27
O: 4.79 -15.09 -21.37
C: 3.57 -14.91 -22.10
H: 0.61 -14.38 -14.85
H: 0.79 -15.21 -16.46
H: 0.09 -13.62 -16.28
H: 1.75 -12.28 -17.60
H: 2.05 -13.95 -18.23
H: 4.10 -12.10 -16.98
H: 3.76 -12.27 -18.63
H: 4.77 -14.42 -16.90
H: 3.44 -15.19 -18.92
H: 5.10 -15.81 -18.81
H: 5.95 -13.99 -20.20
H: 4.25 -13.28 -20.28
H: 3.20 -15.87 -22.47
H: 3.78 -14.26 -22.96
H: 2.83 -14.44 -21.46
C: 7.73 -18.92 -12.12
O: 6.94 -17.76 -11.96
C: 7.77 -16.61 -12.22
C: 7.01 -15.26 -12.06
N: 5.88 -15.19 -12.99
C: 5.13 -13.91 -12.81
C: 5.88 -12.67 -13.21
O: 6.17 -12.65 -14.58
C: 7.03 -11.61 -14.98
H: 7.34 -19.69 -11.44
H: 8.80 -18.85 -11.94
H: 7.66 -19.43 -13.09
H: 8.20 -16.64 -13.22
H: 8.60 -16.56 -11.51
H: 7.75 -14.52 -12.38
H: 6.75 -15.11 -11.01
H: 6.15 -15.28 -13.97
H: 4.78 -13.90 -11.78
H: 4.23 -13.98 -13.43
H: 6.77 -12.51 -12.58
H: 5.15 -11.87 -13.04
H: 6.48 -10.84 -15.53
H: 7.81 -11.97 -15.65
H: 7.59 -11.11 -14.19
C: 4.57 -22.22 -16.80
O: 4.73 -23.26 -15.85
C: 4.13 -22.87 -14.62
C: 2.64 -23.11 -14.60
N: 2.36 -24.50 -14.24
C: 1.17 -25.04 -14.91
C: 1.10 -26.55 -14.67
O: 2.43 -27.07 -14.57
C: 2.42 -28.49 -14.38
H: 4.66 -21.16 -16.54
H: 3.63 -22.27 -17.37
H: 5.40 -22.42 -17.49
H: 4.34 -21.80 -14.48
H: 4.59 -23.41 -13.80
H: 2.04 -22.74 -15.45
H: 2.20 -22.53 -13.78
H: 3.09 -25.16 -14.51
H: 1.07 -24.71 -15.95
H: 0.30 -24.60 -14.41
H: 0.60 -27.12 -15.45
H: 0.56 -26.79 -13.75
H: 3.45 -28.81 -14.27
H: 1.83 -28.89 -15.21
H: 1.92 -28.68 -13.42
C: 9.58 -20.02 -18.09
C: 8.48 -21.07 -17.92
O: 8.73 -22.13 -18.83
H: 10.58 -20.44 -17.96
H: 9.47 -19.11 -17.50
H: 9.50 -19.66 -19.12
H: 7.51 -20.63 -18.16
H: 8.51 -21.49 -16.91
H: 9.21 -22.84 -18.40
C: 10.51 -17.08 -15.28
C: 11.93 -17.28 -15.82
O: 12.17 -18.62 -16.14
H: 10.36 -16.02 -15.08
H: 10.50 -17.65 -14.35
H: 9.77 -17.46 -15.98
H: 12.51 -16.97 -14.92
H: 12.30 -16.50 -16.49
H: 12.35 -19.15 -15.37
C: 5.16 -18.89 -20.60
C: 6.26 -18.44 -21.55
O: 5.79 -17.48 -22.48
H: 4.51 -19.71 -20.94
H: 4.57 -18.02 -20.32
H: 5.51 -19.40 -19.70
H: 6.79 -19.25 -22.05
H: 7.06 -17.94 -20.99
H: 5.18 -16.87 -22.06
C: 11.23 -16.98 -19.47
C: 9.80 -16.62 -19.83
O: 9.73 -15.29 -20.35
H: 11.10 -17.89 -18.86
H: 11.72 -16.15 -18.97
H: 11.84 -17.29 -20.31
H: 9.09 -16.77 -19.00
H: 9.38 -17.28 -20.59
H: 9.78 -14.71 -19.56

Calculated values
- LUMO: -3.54 eV
- Charge: +1
- HOMO-LUMO gap: 6.58 eV

Record 2
The following is a DFT calculation (the ωB97M-V functional and the def2-TZVPD basis) of C24H52N4O6P2SSe4V as an isolated structure.

Atoms and positions in Å:
V: 0.69 -0.05 0.60
O: 1.70 1.84 3.74
C: 0.68 1.47 4.67
C: -0.75 1.48 4.10
C: -1.68 1.93 5.24
O: -1.50 1.22 6.46
C: -1.26 0.11 3.61
Se: 0.01 -1.10 2.75
C: -0.89 2.55 3.01
Se: -0.50 2.05 1.15
H: 1.41 1.56 2.86
H: 0.74 2.20 5.48
H: 0.91 0.49 5.10
H: -2.73 1.85 4.90
H: -1.48 2.97 5.48
H: -1.56 0.28 6.27
H: -2.07 0.26 2.90
H: -1.66 -0.47 4.45
H: -0.27 3.41 3.27
H: -1.93 2.88 2.97
C: 3.45 3.14 -3.68
N: 3.13 1.90 -3.00
C: 3.60 0.70 -3.68
P: 1.91 1.80 -1.90
O: 2.02 0.51 -1.19
O: 0.52 1.85 -2.73
P: -0.81 0.96 -2.38
O: -0.65 0.09 -1.20
N: -1.03 0.01 -3.72
C: -1.31 0.62 -5.01
C: -0.24 -1.21 -3.81
N: -1.96 2.09 -2.24
C: -2.06 3.29 -3.04
C: -3.14 1.79 -1.42
N: 1.90 3.16 -1.03
C: 2.78 3.27 0.13
C: 1.04 4.32 -1.24
H: 4.53 3.22 -3.81
H: 3.12 4.00 -3.09
H: 2.98 3.20 -4.67
H: 4.68 0.74 -3.78
H: 3.17 0.62 -4.68
H: 3.33 -0.18 -3.10
H: -2.00 1.46 -4.90
H: -1.79 -0.12 -5.66
H: -0.40 0.97 -5.50
H: -0.02 -1.58 -2.81
H: 0.70 -1.04 -4.34
H: -0.82 -1.97 -4.35
H: -1.15 3.47 -3.60
H: -2.23 4.15 -2.39
H: -2.90 3.23 -3.75
H: -2.94 0.99 -0.72
H: -3.99 1.54 -2.05
H: -3.38 2.68 -0.83
H: 3.36 2.36 0.26
H: 2.17 3.42 1.03
H: 3.47 4.11 0.00
H: 0.46 4.20 -2.16
H: 1.66 5.22 -1.32
H: 0.35 4.42 -0.40
C: 1.12 -4.29 -1.20
Se: 1.64 -2.59 -0.39
C: 2.18 -3.31 1.34
C: 3.12 -2.38 2.10
Se: 3.06 -0.48 1.58
C: 4.46 -0.58 0.23
H: 0.32 -4.78 -0.66
H: 2.00 -4.94 -1.22
H: 0.81 -4.08 -2.22
H: 2.65 -4.28 1.14
H: 1.27 -3.48 1.92
H: 4.16 -2.69 2.00
H: 2.85 -2.37 3.15
H: 5.40 -0.86 0.72
H: 4.56 0.40 -0.22
H: 4.20 -1.30 -0.54
C: -3.17 -2.53 -1.23
S: -2.40 -1.91 0.27
O: -3.29 -0.78 0.69
C: -2.81 -3.29 1.33
C: -3.88 -3.17 2.20
C: -4.16 -4.21 3.08
C: -3.37 -5.35 3.08
C: -2.29 -5.45 2.21
C: -2.01 -4.41 1.34
H: -4.23 -2.72 -1.04
H: -2.67 -3.45 -1.56
H: -3.05 -1.76 -1.99
H: -4.46 -2.25 2.19
H: -4.99 -4.12 3.76
H: -3.59 -6.15 3.77
H: -1.66 -6.33 2.22
H: -1.15 -4.46 0.68

Calculated values
- LUMO (alpha / beta): 0.19 / 0.19 eV
- HOMO-LUMO gap (alpha / beta): 6.40 / 5.86 eV
- Spin multiplicity: 2

Record 3
The following is a DFT calculation (the ωB97M-V functional and the def2-TZVPD basis) of a 3-piece molecular cluster, H6O2S overall.

Atoms and positions in Å:
S: -2.83 3.01 -2.19
H: -2.51 2.11 -1.22
H: -2.08 3.95 -1.56
H: 4.70 -2.17 4.14
H: 5.93 -2.20 3.24
O: 5.64 -2.39 4.14
H: -2.53 -0.18 -1.87
H: -3.45 -1.07 -2.72
O: -2.86 -1.08 -1.95

Calculated values
- LUMO (alpha / beta): -5.72 / -11.21 eV
- Charge: +1
- HOMO-LUMO gap (alpha / beta): 7.15 / 1.66 eV
- Spin multiplicity: 2

Record 4
The following is a DFT calculation (the ωB97M-V functional and the def2-TZVPD basis) of C25H45ClNO2PSc as an isolated structure in a non-equilibrium geometry.

Atoms and positions in Å:
Sc: -0.28 0.49 0.70
Cl: -2.48 1.07 0.19
P: 0.07 0.37 -2.29
C: -0.40 1.22 2.76
H: 0.49 1.85 2.91
H: -1.37 1.70 2.93
C: 1.47 -0.57 -3.09
C: 0.16 2.17 -2.78
C: 2.84 0.02 -2.70
H: 1.38 -1.55 -2.57
C: 3.99 -0.89 -3.18
H: 2.95 1.03 -3.15
H: 2.91 0.16 -1.61
C: 3.88 -1.26 -4.66
H: 4.94 -0.38 -2.98
H: 3.97 -1.80 -2.57
C: 2.49 -1.76 -5.05
H: 4.14 -0.38 -5.27
H: 4.63 -2.03 -4.90
C: 1.37 -0.81 -4.60
H: 2.42 -1.88 -6.14
H: 2.32 -2.74 -4.60
H: 1.45 0.15 -5.13
H: 0.39 -1.24 -4.86
C: -1.52 -0.31 -3.03
C: 0.66 2.46 -4.20
H: -0.91 2.48 -2.71
C: 0.42 3.94 -4.53
H: 1.74 2.23 -4.26
H: 0.16 1.83 -4.95
C: 1.07 4.89 -3.50
H: 0.81 4.15 -5.53
H: -0.66 4.12 -4.55
C: 0.76 4.51 -2.05
H: 2.15 4.88 -3.65
H: 0.72 5.91 -3.69
C: 0.95 3.02 -1.77
H: 1.40 5.09 -1.37
H: -0.28 4.77 -1.82
H: 2.01 2.75 -1.80
H: 0.61 2.84 -0.74
C: -1.56 -1.85 -3.00
H: -2.24 0.05 -2.28
C: -2.94 -2.36 -3.43
H: -0.79 -2.29 -3.65
H: -1.34 -2.21 -1.98
C: -3.42 -1.76 -4.76
H: -2.91 -3.46 -3.52
H: -3.67 -2.11 -2.65
C: -3.29 -0.23 -4.81
H: -2.83 -2.19 -5.58
H: -4.47 -2.04 -4.94
C: -1.91 0.28 -4.38
H: -3.51 0.13 -5.82
H: -4.04 0.21 -4.13
H: -1.17 0.02 -5.16
H: -1.93 1.38 -4.34
C: 0.42 -1.53 0.62
C: -0.32 -0.21 2.77
H: 0.89 -1.70 -0.36
C: -1.49 -1.00 3.28
H: 0.67 -0.70 2.78
C: -1.30 -2.53 3.31
H: -1.76 -0.65 4.30
H: -2.37 -0.79 2.64
C: -1.24 -3.15 1.90
H: -0.37 -2.78 3.86
H: -2.13 -2.98 3.86
C: 0.11 -2.88 1.21
H: -1.39 -4.24 1.99
H: -2.09 -2.79 1.31
H: 0.91 -3.13 1.93
H: 0.17 -3.60 0.38
O: 2.29 -0.66 0.96
N: 2.64 0.54 0.93
O: 1.64 1.35 0.65

Calculated values
- LUMO (alpha / beta): 2.62 / 2.62 eV
- Charge: -1
- HOMO-LUMO gap (alpha / beta): 5.20 / 4.69 eV

Record 5
The following is a DFT calculation (the ωB97M-V functional and the def2-TZVPD basis) of C39H53BCl5MnN7 as an isolated structure in a non-equilibrium geometry.

Atoms and positions in Å:
Mn: 0.07 0.19 0.16
C: 3.00 -3.09 1.40
C: 1.50 -2.85 1.58
C: 0.87 -3.94 2.45
C: 0.84 -2.80 0.23
C: 0.66 -3.85 -0.64
C: 0.11 -3.31 -1.81
C: -0.32 -4.05 -3.04
C: 0.83 -4.89 -3.59
C: -1.54 -4.92 -2.71
N: -0.01 -1.99 -1.63
N: 0.43 -1.66 -0.38
B: -0.37 -0.85 -2.60
N: 0.85 0.10 -2.65
N: 1.36 0.61 -1.48
C: 2.50 1.27 -1.81
C: 2.69 1.17 -3.18
C: 1.64 0.43 -3.69
C: 1.46 0.07 -5.14
C: 0.15 0.60 -5.74
C: 1.67 -1.42 -5.42
C: 3.47 2.02 -0.94
C: 3.32 3.54 -1.12
C: 3.51 1.65 0.54
N: -1.62 -0.13 -2.03
N: -1.65 0.35 -0.74
C: -2.90 0.81 -0.48
C: -3.64 0.66 -1.64
C: -2.83 0.04 -2.58
C: -3.24 -0.39 -3.96
C: -4.44 -1.34 -3.86
C: -3.56 0.84 -4.81
C: -3.56 1.40 0.76
C: -2.76 1.72 2.03
C: -4.79 0.56 1.15
H: 3.49 -3.14 2.37
H: 3.47 -2.29 0.82
H: 3.19 -4.03 0.88
H: 1.38 -1.89 2.07
H: 1.09 -4.93 2.07
H: -0.22 -3.84 2.50
H: 1.26 -3.88 3.47
H: 0.90 -4.88 -0.46
H: -0.62 -3.32 -3.79
H: 1.10 -5.68 -2.90
H: 1.72 -4.28 -3.78
H: 0.53 -5.35 -4.53
H: -1.29 -5.67 -1.95
H: -1.87 -5.45 -3.60
H: -2.37 -4.32 -2.33
H: -0.61 -1.27 -3.67
H: 3.51 1.58 -3.75
H: 2.27 0.60 -5.64
H: -0.71 0.03 -5.41
H: 0.20 0.53 -6.83
H: 0.00 1.65 -5.48
H: 0.87 -2.03 -5.01
H: 2.62 -1.77 -4.99
H: 1.71 -1.59 -6.49
H: 4.44 1.76 -1.36
H: 2.42 3.93 -0.63
H: 3.26 3.81 -2.18
H: 4.17 4.06 -0.68
H: 2.74 2.18 1.10
H: 4.46 1.97 0.97
H: 3.43 0.58 0.69
H: -4.67 0.95 -1.77
H: -2.41 -0.92 -4.42
H: -5.31 -0.83 -3.46
H: -4.22 -2.20 -3.23
H: -4.69 -1.70 -4.86
H: -4.41 1.39 -4.40
H: -3.83 0.52 -5.82
H: -2.71 1.51 -4.88
H: -3.96 2.35 0.38
H: -2.84 0.91 2.75
H: -3.18 2.61 2.50
H: -1.71 1.90 1.85
H: -4.50 -0.43 1.49
H: -5.48 0.43 0.31
H: -5.32 1.05 1.96
Cl: -2.56 -2.44 0.35
C: -1.90 -1.68 1.74
C: -0.90 -0.73 1.65
C: -0.29 -0.30 2.79
Cl: 1.13 0.67 2.44
C: -0.65 -0.67 4.07
Cl: 0.19 -0.07 5.42
C: -1.73 -1.55 4.17
Cl: -2.27 -2.04 5.71
C: -2.34 -2.07 3.02
Cl: -3.60 -3.21 3.17
N: 0.05 2.42 0.16
C: -0.78 3.19 -0.74
C: -0.56 3.16 -2.11
C: -1.37 3.92 -2.94
C: -2.39 4.70 -2.42
C: -2.58 4.76 -1.04
C: -1.77 4.00 -0.20
H: -0.04 2.79 1.10
H: 1.03 2.53 -0.11
H: 0.24 2.58 -2.53
H: -1.19 3.91 -4.01
H: -3.01 5.29 -3.07
H: -3.34 5.40 -0.62
H: -1.90 4.07 0.87

Calculated values
- LUMO (alpha / beta): -8.70 / -7.09 eV
- Charge: +2
- HOMO-LUMO gap (alpha / beta): 5.57 / 7.26 eV
- Spin multiplicity: 4

Record 6
The following is a DFT calculation (the ωB97M-V functional and the def2-TZVPD basis) of a 2-piece molecular cluster, C3H7O2S overall.

Atoms and positions in Å:
C: -0.70 -1.20 0.38
C: -1.05 0.21 0.82
S: -2.11 1.10 -0.36
H: -0.43 -1.20 -0.68
H: -1.58 -1.85 0.50
H: 0.12 -1.56 0.99
H: -1.59 0.20 1.77
H: -0.17 0.83 0.95
H: -1.21 1.97 -0.83
O: 2.69 0.28 0.25
C: 2.17 0.37 -0.87
O: 1.09 0.89 -1.20
H: 2.77 -0.04 -1.73

Calculated values
- LUMO: 3.48 eV
- Charge: -1
- HOMO-LUMO gap: 7.70 eV